Entry 1:
Below is C10H18N2O3S in the gas phase at a distorted geometry, with properties calculated with the ωB97M-V functional and the def2-TZVPD basis.

Results
* lowest unoccupied orbital energy: 0.557 eV
* largest force on an atom: 0.347 hartree/bohr
* SMILES string: C=CCNC(=O)N[C@@H](CCSC)C(=O)OC
* molar mass: 246.3 g mol⁻¹

ORCA input file:
```
! wB97M-V def2-TZVPD RIJCOSX def2/J DEFGRID3
* xyz 0 1
C -5.493 -2.182 2.116
C -4.434 -1.642 2.091
C -4.170 -0.327 1.678
N -3.044 -0.107 0.624
C -1.875 0.454 0.799
O -1.482 1.022 2.033
N -0.694 0.387 0.082
H -1.060 -0.097 -1.033
C 0.494 0.845 0.039
C 0.910 1.223 -1.285
O 0.450 0.782 -2.206
O 2.221 1.728 -1.367
C 2.556 2.242 -2.706
H 2.894 1.144 -3.020
H 1.926 2.690 -3.254
H 3.675 2.790 -2.315
C 1.417 0.288 0.983
C 1.799 -1.176 0.476
H 2.313 -1.971 1.153
H 0.900 -1.786 0.394
S 2.588 -1.306 -1.283
C 4.407 -0.667 -0.603
H 4.231 0.303 -0.364
H 4.728 -1.224 0.244
H 4.843 -1.059 -1.733
H 0.995 -0.001 2.020
H 2.337 0.868 0.980
H 0.302 1.704 0.678
H -2.975 -0.561 -0.160
H -3.746 0.451 2.521
H -4.950 0.106 1.187
H -3.426 -2.186 2.234
H -5.618 -3.260 2.394
H -6.388 -1.586 1.628
*
```

***

Entry 2:
Below is C10H18N2O5 in the gas phase at a distorted geometry, with properties calculated with the ωB97M-V functional and the def2-TZVPD basis.

Results
* lowest unoccupied orbital energy: -0.055 eV
* largest force on an atom: 0.158 hartree/bohr
* SMILES string: CC(C)[C@H](N)C(=O)N[C@@H](CCC(=O)O)C(=O)O
* molar mass: 246.3 g mol⁻¹

ORCA input file:
```
! wB97M-V def2-TZVPD RIJCOSX def2/J DEFGRID3
* xyz 0 1
C -1.295 -0.939 0.388
C -0.089 -0.373 -0.174
C -2.474 -0.748 -0.504
C -3.043 0.751 -0.522
C -3.743 -1.486 0.019
C 1.795 1.258 0.406
C 1.150 2.589 0.330
C 2.695 0.996 -0.876
C 2.938 -0.538 -1.137
C 3.411 -1.427 0.077
H -1.012 -1.001 2.423
H -1.520 0.552 1.740
H -0.957 -2.005 0.402
H -2.318 -1.082 -1.506
H -3.321 0.965 0.487
H -2.305 1.422 -1.020
H -3.948 0.912 -1.172
H -3.623 -2.604 -0.083
H -4.572 -1.276 -0.563
H -3.903 -1.205 1.002
H 0.799 -0.058 1.643
H 2.489 1.305 1.306
H 3.648 1.545 -0.636
H 2.223 1.276 -1.854
H 2.090 -0.892 -1.661
H 3.660 -0.829 -2.032
H 3.339 -1.322 2.000
H 0.000 1.688 -1.034
N -1.573 -0.462 1.743
N 0.765 0.279 0.669
O 0.128 -0.120 -1.462
O 1.333 3.585 0.908
O 4.371 -2.171 -0.031
O 2.811 -1.114 1.219
O 0.050 2.530 -0.496
*
```

***

Entry 3:
Below is C10H18N2O5 in the gas phase at a distorted geometry, with properties calculated with the ωB97M-V functional and the def2-TZVPD basis.

Results
* lowest unoccupied orbital energy: 0.448 eV
* largest force on an atom: 0.124 hartree/bohr
* SMILES string: CC(C)[C@H](NC(=O)[C@@H](N)CCC(=O)O)C(=O)O
* molar mass: 246.3 g mol⁻¹

ORCA input file:
```
! wB97M-V def2-TZVPD RIJCOSX def2/J DEFGRID3
* xyz 0 1
C 0.499 -1.497 -1.120
C -1.100 -1.228 -0.887
C 0.763 -1.394 -2.638
C 0.637 -0.030 -3.278
C 1.657 0.912 -2.768
C -1.230 0.418 1.247
C -0.384 1.447 0.295
C -0.702 0.278 2.708
C 0.783 -0.170 2.723
C -0.921 1.509 3.539
H 0.632 -2.768 0.468
H 0.267 -3.600 -0.824
H 0.961 -0.798 -0.504
H 1.821 -1.789 -2.617
H -0.042 -1.973 -3.114
H -0.412 0.296 -3.099
H 1.016 -0.076 -4.301
H 1.571 2.672 -1.951
H -2.632 -0.668 0.100
H -2.246 0.805 1.279
H -1.509 -0.536 3.054
H 1.558 0.453 2.127
H 1.071 -0.212 3.840
H 0.771 -1.208 2.282
H -0.235 2.436 3.128
H -0.710 1.183 4.590
H -2.029 1.771 3.630
H -0.670 2.507 -0.961
N 0.801 -2.801 -0.520
N -1.670 -0.754 0.403
O -1.909 -1.765 -1.658
O 2.843 0.949 -3.045
O 1.037 1.887 -2.021
O 0.814 1.355 0.056
O -1.100 2.385 -0.163
*
```

***

Record-wise ΔE to the lowest compared entry with this formula, charge and spin values, in kJ/mol: 1144.5, 306.6, 423.8
Record-wise E values, in eV: -30609.289, -23878.613, -23877.398
Record-wise HOMO values, in eV: -8.489, -9.775, -9.185